The following is a DFT calculation (wB97M-V/def2-TZVPD) of a molecular structure, C57H63Ge2N2NaO4S2.

```
131
Properties=species:S:1:pos:R:3:forces:R:3:mulliken_charge:R:1
Na 0.718059 0.090256 0.684078 -0.072 0.309 -0.141 0.512
O 0.063444 0.199142 2.897629 0.042 0.080 -0.017 1.618
C 1.075420 -0.184722 3.843542 -0.070 -0.122 -0.140 -0.422
C 2.239722 0.756958 3.805676 0.053 0.043 0.085 -2.418
C 3.089681 0.547643 2.573404 -0.016 -0.042 -0.039 0.963
C 4.055687 -0.455761 2.536939 0.040 -0.016 -0.047 -0.532
C 4.717122 -0.696853 1.346700 -0.019 0.008 0.019 -0.786
C 4.414514 0.072682 0.236794 -0.010 0.012 -0.027 -1.019
C 3.455991 1.078197 0.350280 0.026 0.038 -0.022 0.941
C 3.175911 1.949803 -0.856064 -0.044 -0.038 0.022 -2.665
C 1.861900 2.768172 -0.846265 -0.020 -0.021 0.062 1.716
O 0.781046 1.944388 -0.679672 -0.015 0.025 0.149 0.200
C 1.771324 3.537237 -2.193715 0.003 0.020 0.015 0.067
C 2.849462 4.208542 -2.766032 -0.005 0.031 0.003 -0.519
C 2.707958 4.915665 -3.953029 0.013 -0.003 0.013 -1.029
C 1.476106 4.975845 -4.589058 -0.019 -0.007 -0.006 -0.746
C 0.390373 4.323024 -4.020078 0.020 0.009 -0.007 -0.890
C 0.540112 3.614725 -2.836943 0.013 -0.057 -0.011 0.822
C 1.873911 3.896718 0.213364 0.054 0.019 -0.010 0.585
C 0.668073 4.534094 0.495063 -0.021 -0.019 -0.013 0.004
C 0.600901 5.582033 1.398291 0.000 0.000 0.019 -0.651
C 1.748401 6.021570 2.047565 0.001 0.004 -0.009 -0.707
C 2.956604 5.399425 1.772742 -0.005 -0.006 0.001 -1.044
C 3.016812 4.352386 0.860577 0.001 0.013 0.013 -0.194
N 2.809160 1.299849 1.498374 0.016 -0.079 0.086 0.261
C -0.857982 1.094508 3.365467 0.036 -0.067 0.004 -0.321
C -1.577261 0.835134 4.529682 0.061 0.037 -0.001 -0.448
C -2.544518 1.737113 4.938860 -0.009 0.034 -0.006 -0.914
C -2.791366 2.894280 4.202610 -0.034 -0.026 0.049 -0.876
C -2.059731 3.142736 3.052200 0.049 -0.016 -0.044 -0.262
C -1.086250 2.245411 2.627494 -0.091 0.001 -0.041 -0.306
C 1.059981 -1.496617 4.265201 0.027 -0.018 0.060 0.646
C -0.039027 -2.385635 3.978208 0.003 -0.003 -0.005 0.392
C -0.093827 -3.662864 4.483865 -0.003 -0.002 0.008 -0.469
C 0.919150 -4.194583 5.293336 -0.003 0.027 -0.005 -0.898
C 2.019588 -3.372645 5.547434 0.000 -0.010 0.014 -0.567
C 2.114105 -2.089716 5.049954 -0.026 0.002 -0.016 -0.654
H 2.852922 0.620564 4.701291 0.004 0.004 -0.007 0.792
H 1.883468 1.793031 3.799215 0.010 -0.002 0.015 0.232
H 4.241368 -1.058831 3.415356 -0.006 -0.004 -0.002 0.294
H 5.450794 -1.492682 1.280477 0.003 0.002 -0.005 0.373
H 4.893268 -0.100427 -0.719391 0.005 -0.006 0.002 0.498
H 3.109439 1.297928 -1.730005 -0.006 0.005 0.001 0.635
H 4.055525 2.584635 -1.005636 -0.005 0.008 -0.012 0.747
H 3.817273 4.196474 -2.279103 -0.006 0.005 0.003 0.322
H 3.565821 5.423026 -4.380796 -0.002 0.000 -0.001 0.385
H 1.363687 5.523817 -5.517515 0.002 0.001 0.000 0.375
H -0.578884 4.355430 -4.505231 -0.001 0.004 -0.001 0.361
H -0.292892 3.086883 -2.391709 0.007 0.002 -0.009 -0.083
H -0.226218 4.181633 -0.003431 0.003 0.003 -0.001 0.174
H -0.353105 6.055730 1.602030 -0.001 -0.005 0.008 0.375
H 1.698312 6.832856 2.764324 0.000 0.000 0.000 0.373
H 3.859747 5.719357 2.280713 -0.001 0.001 0.002 0.391
H 3.969407 3.869064 0.684030 0.005 0.002 -0.002 0.285
H -1.356555 -0.068098 5.084630 -0.008 0.001 0.003 0.431
H -3.117651 1.535539 5.836685 0.000 0.000 0.000 0.379
H -3.552995 3.593477 4.526705 0.002 0.000 0.001 0.374
H -2.239613 4.041077 2.472886 0.001 0.005 -0.004 0.405
H -0.501351 2.422676 1.730269 -0.004 0.014 0.008 0.752
H -0.840989 -2.026903 3.343930 0.007 -0.005 0.011 -0.193
H -0.951264 -4.279736 4.228208 -0.001 0.001 -0.001 0.356
H 0.863952 -5.204730 5.679342 0.001 -0.003 0.001 0.372
H 2.840344 -3.749767 6.153760 -0.002 -0.003 0.000 0.351
H 2.992271 -1.502295 5.292708 0.005 0.000 -0.001 0.136
C -2.925697 4.235314 -1.085129 -0.022 0.030 -0.007 -1.515
C -2.626012 2.803722 -0.649485 0.035 -0.001 -0.005 1.043
Ge -3.248575 1.374813 -1.859513 0.093 0.023 -0.051 0.382
C -3.031995 1.978498 -3.746364 0.006 -0.010 0.015 -0.054
C -4.357763 2.019537 -4.504552 -0.024 -0.002 -0.004 -1.393
C -5.022499 0.679730 -1.438870 -0.040 -0.003 -0.006 -0.358
C -4.854532 -0.587374 -1.018912 0.096 0.016 0.044 -0.670
Ge -2.619774 -0.860629 -1.139751 -0.249 0.038 0.057 1.112
C -2.478902 -2.409120 -2.369573 0.060 0.002 0.008 -0.551
C -3.778107 -3.124326 -2.710433 -0.015 -0.012 -0.002 -1.285
C -2.432819 -1.350246 0.765768 0.061 0.032 0.011 1.247
C -2.875156 -2.790431 1.022613 -0.023 -0.023 0.022 -1.530
C -5.968378 -1.355593 -0.444577 -0.013 -0.040 -0.036 -0.366
C -6.193946 -1.346366 0.939271 0.014 -0.014 0.015 -0.008
C -7.214895 -2.089902 1.509277 0.008 0.008 -0.003 -0.684
C -8.047798 -2.872093 0.717641 -0.001 0.006 -0.002 -0.440
C -7.841990 -2.890545 -0.655699 0.007 0.004 0.000 -0.696
C -6.818999 -2.147356 -1.226496 -0.025 0.018 -0.013 -0.096
H -2.588444 4.966340 -0.341718 0.005 -0.007 -0.002 0.304
H -3.997170 4.397870 -1.236831 -0.001 0.000 0.001 0.491
H -2.421593 4.485746 -2.022284 -0.002 -0.007 0.008 0.209
H -3.073020 2.596869 0.326202 -0.010 -0.013 0.003 0.582
H -1.547897 2.646236 -0.536116 -0.012 0.012 0.001 -1.138
H -2.331718 1.299446 -4.236692 0.001 0.002 0.000 0.430
H -2.557829 2.963388 -3.751138 0.005 -0.003 0.001 0.150
H -4.852792 1.046004 -4.482066 0.004 -0.001 0.000 0.298
H -4.224992 2.304410 -5.553567 0.003 0.000 -0.001 0.360
H -5.052978 2.733053 -4.054307 0.007 0.001 0.004 0.347
H -5.993229 1.184065 -1.411806 -0.009 -0.016 0.007 0.212
H -1.762401 -3.087033 -1.895623 -0.002 -0.008 -0.013 -0.063
H -1.986584 -2.041998 -3.273587 -0.008 0.011 -0.005 0.556
H -4.256844 -3.537740 -1.820426 0.002 0.012 0.009 0.296
H -3.616789 -3.947009 -3.416485 -0.001 -0.004 0.006 0.406
H -4.495491 -2.434344 -3.159510 0.005 0.003 -0.014 0.178
H -3.038364 -0.652824 1.351937 -0.004 -0.010 0.001 0.466
H -1.398958 -1.225038 1.091941 -0.017 -0.015 0.003 -1.027
H -3.907603 -2.957395 0.705128 0.010 0.008 -0.006 0.337
H -2.809429 -3.048362 2.084336 0.001 0.003 0.000 0.381
H -2.241700 -3.496560 0.479160 0.009 0.000 -0.003 0.172
H -5.543927 -0.747523 1.566572 0.005 -0.004 0.002 0.417
H -7.357833 -2.061084 2.583600 -0.003 -0.002 0.000 0.380
H -8.841193 -3.459099 1.164568 -0.002 0.001 0.000 0.361
H -8.483686 -3.491194 -1.291349 -0.001 -0.002 0.002 0.364
H -6.667720 -2.173484 -2.298758 0.001 -0.002 -0.001 0.359
C 2.753581 -8.166245 2.756426 0.006 -0.011 0.011 -1.590
C 2.312808 -6.911912 2.049325 -0.005 0.015 0.005 1.178
C 1.653023 -6.975266 0.824225 -0.008 -0.004 -0.016 -0.960
C 1.247414 -5.819047 0.175487 0.019 -0.032 0.006 -0.745
C 1.518988 -4.583564 0.746467 0.017 0.003 0.008 0.122
C 2.153095 -4.496661 1.975203 -0.003 -0.027 0.000 -0.390
C 2.548319 -5.663559 2.614167 0.004 0.023 0.000 -0.734
S 0.937542 -3.066700 -0.016370 -0.019 0.029 0.069 1.226
C 1.971514 -3.117320 -1.480987 0.011 -0.014 -0.033 -0.929
O 1.528618 -1.992659 0.837419 -0.016 0.056 0.027 -0.314
H 2.237556 -9.043696 2.364406 0.000 0.001 -0.002 0.345
H 2.551554 -8.101787 3.826604 -0.004 0.005 -0.001 0.337
H 3.827575 -8.330307 2.636172 0.001 0.001 -0.003 0.308
H 1.439464 -7.942101 0.380801 0.000 0.000 -0.001 0.298
H 0.710261 -5.884123 -0.764613 0.000 0.006 -0.001 0.384
H 2.299634 -3.527439 2.438350 -0.007 0.014 -0.009 0.254
H 3.014435 -5.586374 3.589230 0.004 -0.017 -0.003 0.396
H 3.010089 -3.152889 -1.152137 0.000 -0.007 -0.003 0.288
H 1.763843 -2.196670 -2.029150 -0.005 0.004 0.016 0.076
H 1.713219 -3.993643 -2.076315 0.003 0.004 -0.005 0.483
O 1.463991 0.017985 -2.826882 -0.022 0.038 0.004 -0.655
S 0.095868 0.278092 -2.331770 0.104 -0.193 -0.080 0.402
N -0.443209 -0.689258 -1.343570 -0.024 -0.112 -0.059 -1.031
```
Positions in Å, forces in eV/Å.

Values from the calculation:
- HOMO level (eV) = -0.66
- E_tot (hartree) = -7732.8278
- HOMO-LUMO gap (Ha) = 0.153
- LUMO level (eV) = 3.5
- net charge = -2
- relative energy (zero: lowest compared OMol25 entry of this formula, charge and spin) (kJ/mol) = 91.63